11
Properties=species:S:1:pos:R:3:forces:R:3 method="wB97M-V/def2-TZVPD" fmax_ev_per_a=3.50 homo_ev=-9.12 lumo_ha=0.0221 gap_ev=9.72 de_lowest_ev=0.499 smiles=c1cn[nH]c1.F
F -3.218 -1.514 -0.120 0.190 0.041 -0.052
H 0.095 -0.369 -1.678 -0.683 -0.069 -1.251
N -0.140 -0.154 0.384 0.734 -0.110 0.033
C 1.857 0.369 0.910 -1.053 1.965 2.701
C 1.803 0.408 -0.450 -1.941 -1.818 -0.651
C 0.523 -0.078 -0.773 1.962 1.407 0.974
H 2.615 0.858 1.565 -0.553 -1.014 -0.551
H 2.556 0.739 -1.064 1.530 0.254 -1.529
H -3.702 -0.850 0.298 -0.202 0.034 0.078
N 0.639 0.135 1.457 0.118 -0.152 -0.613
H -1.144 -0.135 0.366 -0.102 -0.538 0.860